Entry 1:
The following is a DFT calculation (the ωB97M-V functional and the def2-TZVPD basis) of a single C3H3N3O molecule.

Calculated total energy in hartree: -355.59854
HOMO in eV: -9.77
HOMO-LUMO gap in eV: 10.20
ΔE to the lowest compared entry with this formula, charge and spin in eV: 1.1251

ORCA input file:
```
! wB97M-V def2-TZVPD RIJCOSX def2/J DEFGRID3
* xyz 0 1
O -1.66 -0.08 -1.92
C -0.75 -0.12 -1.13
C -0.68 -1.13 -0.04
N -0.11 -0.89 1.08
N 0.58 0.27 1.13
C 0.88 0.98 0.01
N 0.32 0.79 -1.13
H -1.20 -2.08 -0.15
H 0.94 0.53 2.03
H 1.68 1.72 0.12
*
```

***

Entry 2:
The following is a DFT calculation (the ωB97M-V functional and the def2-TZVPD basis) of C3H3N3O as an isolated structure in a non-equilibrium geometry.

Calculated total energy in hartree: -355.48216
HOMO in eV: -9.07
HOMO-LUMO gap in eV: 9.63
ΔE to the lowest compared entry with this formula, charge and spin in eV: 4.2921

ORCA input file:
```
! wB97M-V def2-TZVPD RIJCOSX def2/J DEFGRID3
* xyz 0 1
C 0.66 0.95 0.99
C -0.79 0.43 -0.24
C 0.31 -0.27 0.08
H 1.52 1.54 0.66
H 0.63 0.78 2.07
H 0.76 -2.14 -0.92
N -1.67 -0.17 -1.06
N -0.99 -1.30 -1.38
N 0.15 -1.37 -0.69
O -0.58 1.54 0.50
*
```